{"formula": "C22H20N4O6S", "method": "ωB97M-V/def2-TZVPD", "molar_mass_g_mol": 468.491, "e_lumo_ev": -0.346, "de_lowest_ev": 0.000, "homo_lumo_gap_ev": 8.210, "homo_ha": -0.31445, "smiles": "COC(=O)c1ccc(CSc2nc(-c3ccc(OC)cc3)nc3c2c(=O)n(C)c(=O)n3C)o1", "energy_ev": -52220.9022, "elements": ["C", "H", "H", "H", "O", "C", "O", "C", "C", "C", "C", "O", "C", "H", "H", "S", "C", "N", "C", "N", "C", "N", "C", "O", "N", "C", "O", "C", "C", "H", "H", "H", "C", "H", "H", "H", "C", "C", "C", "C", "C", "C", "H", "H", "O", "C", "H", "H", "H", "H", "H", "H", "H"], "positions_angstrom": [[-7.382, -2.326, 1.801], [-7.644, -1.926, 2.777], [-8.113, -2.017, 1.050], [-7.349, -3.417, 1.828], [-6.101, -1.799, 1.488], [-5.593, -2.187, 0.301], [-6.167, -2.921, -0.462], [-4.275, -1.590, 0.085], [-3.542, -0.717, 0.857], [-2.354, -0.471, 0.149], [-2.440, -1.207, -1.008], [-3.596, -1.883, -1.045], [-1.490, -1.379, -2.127], [-1.983, -1.861, -2.968], [-1.031, -0.436, -2.415], [-0.096, -2.504, -1.663], [0.976, -1.346, -0.952], [0.639, -0.067, -0.898], [1.496, 0.789, -0.340], [2.682, 0.467, 0.174], [3.037, -0.810, 0.118], [4.246, -1.176, 0.628], [4.694, -2.487, 0.611], [5.769, -2.798, 1.068], [3.853, -3.428, 0.046], [2.607, -3.173, -0.505], [1.914, -4.045, -0.995], [2.210, -1.789, -0.446], [4.346, -4.795, 0.039], [3.588, -5.413, -0.437], [5.283, -4.847, -0.515], [4.525, -5.128, 1.060], [5.095, -0.156, 1.209], [6.005, -0.639, 1.559], [4.576, 0.324, 2.037], [5.329, 0.596, 0.456], [1.098, 2.189, -0.282], [-0.127, 2.607, -0.799], [-0.510, 3.931, -0.740], [0.335, 4.875, -0.158], [1.568, 4.460, 0.360], [1.942, 3.140, 0.299], [2.890, 2.816, 0.698], [2.209, 5.204, 0.806], [0.064, 6.197, -0.046], [-1.157, 6.688, -0.546], [-1.148, 7.758, -0.344], [-1.243, 6.525, -1.625], [-2.012, 6.232, -0.038], [-1.465, 4.220, -1.148], [-0.781, 1.878, -1.251], [-1.539, 0.159, 0.440], [-3.835, -0.317, 1.805]]}

{"formula": "C22H20N7O3STl", "method": "ωB97M-V/def2-TZVPD", "molar_mass_g_mol": 666.898, "e_lumo_ev": [-3.003, -5.858], "multiplicity": 2, "de_lowest_ev": 0.077, "homo_lumo_gap_ev": [7.635, 4.780], "total_charge": 1, "homo_ha": [-0.39094, -0.39096], "energy_ev": -55232.5982, "elements": ["Tl", "O", "C", "O", "C", "C", "C", "N", "C", "C", "C", "C", "C", "C", "C", "N", "C", "C", "C", "C", "C", "N", "H", "H", "H", "H", "H", "H", "H", "H", "H", "H", "N", "N", "C", "N", "S", "H", "H", "H", "H", "H", "O", "N", "C", "C", "C", "C", "C", "H", "H", "H", "H", "H"], "positions_angstrom": [[1.379, 0.863, 0.293], [-5.615, 3.760, -0.411], [-5.183, 3.128, -1.335], [-5.458, 2.765, -2.445], [-3.651, 2.536, -0.928], [-3.153, 2.798, 0.322], [-1.879, 2.306, 0.634], [-1.168, 1.610, -0.246], [-1.660, 1.366, -1.455], [-2.924, 1.826, -1.848], [-0.830, 0.633, -2.428], [-1.404, -0.082, -3.479], [-0.578, -0.701, -4.399], [0.796, -0.597, -4.243], [1.277, 0.111, -3.153], [0.492, 0.703, -2.268], [-1.284, 2.625, 1.944], [-2.061, 3.082, 3.009], [-1.434, 3.486, 4.175], [-0.055, 3.388, 4.259], [0.630, 2.861, 3.175], [0.040, 2.500, 2.049], [-3.722, 3.394, 1.014], [-3.306, 1.666, -2.842], [-2.475, -0.171, -3.566], [-1.002, -1.256, -5.222], [1.473, -1.053, -4.947], [2.341, 0.218, -2.983], [-3.135, 3.120, 2.939], [-2.020, 3.870, 4.998], [0.474, 3.715, 5.139], [1.705, 2.735, 3.202], [2.709, -2.180, 1.895], [2.716, -1.962, 3.272], [1.834, -1.191, 3.926], [2.011, -1.003, 5.245], [0.540, -0.467, 3.136], [1.744, -2.239, 1.555], [3.145, -1.388, 1.413], [3.482, -2.412, 3.756], [2.668, -1.559, 5.771], [1.276, -0.537, 5.751], [0.868, -1.680, -0.425], [1.314, -2.554, -1.245], [0.453, -3.338, -1.925], [0.899, -4.341, -2.754], [2.261, -4.558, -2.910], [3.133, -3.718, -2.235], [2.639, -2.725, -1.421], [-0.595, -3.142, -1.755], [0.179, -4.957, -3.270], [2.633, -5.357, -3.529], [4.201, -3.840, -2.333], [3.282, -2.058, -0.869]]}

{"formula": "C22H21ClO15P", "method": "ωB97M-V/def2-TZVPD", "molar_mass_g_mol": 591.822, "e_lumo_ev": -0.409, "homo_lumo_gap_ev": 3.807, "total_charge": -1, "homo_ha": -0.15493, "energy_ev": -75674.5891, "elements": ["O", "C", "Cl", "C", "C", "C", "O", "P", "O", "H", "H", "H", "H", "H", "H", "H", "H", "H", "C", "C", "C", "O", "C", "C", "C", "O", "O", "O", "H", "H", "H", "H", "C", "C", "C", "O", "C", "C", "C", "O", "O", "O", "H", "H", "H", "H", "C", "C", "C", "O", "C", "C", "C", "O", "O", "O", "H", "H", "H", "H"], "positions_angstrom": [[-1.135, 0.666, -1.917], [-1.430, 1.658, -2.637], [-1.850, 3.191, -1.717], [-1.426, 1.524, -4.222], [0.038, 1.809, -4.889], [1.291, 1.485, -3.897], [1.505, 2.701, -3.142], [1.114, 3.995, -4.293], [0.092, 3.164, -5.448], [-1.674, 0.424, -4.456], [-2.139, 2.254, -4.734], [0.067, 1.182, -5.858], [0.950, 0.538, -3.364], [2.309, 1.285, -4.373], [1.900, 4.819, -3.398], [2.235, 3.485, -5.085], [1.052, 5.190, -5.127], [-0.129, 4.389, -3.673], [0.765, -1.738, -7.384], [0.754, -2.728, -8.280], [0.476, -4.136, -7.879], [0.455, -5.012, -8.729], [0.240, -4.413, -6.459], [0.255, -3.424, -5.562], [0.506, -2.012, -5.967], [0.493, -1.135, -5.124], [0.040, -3.665, -4.242], [0.995, -2.491, -9.599], [0.964, -0.711, -7.663], [0.057, -5.442, -6.179], [0.100, -2.792, -3.805], [0.929, -3.362, -10.035], [-1.427, 0.875, 3.562], [-0.792, 1.630, 4.460], [0.319, 2.542, 4.064], [0.862, 3.232, 4.914], [0.718, 2.569, 2.656], [0.087, 1.810, 1.753], [-1.044, 0.917, 2.145], [-1.610, 0.253, 1.299], [0.450, 1.825, 0.448], [-1.134, 1.600, 5.779], [-2.236, 0.211, 3.836], [1.537, 3.222, 2.386], [-0.155, 1.197, -0.003], [-0.531, 2.232, 6.217], [-1.599, -2.461, 8.810], [-1.429, -1.296, 8.179], [-0.155, -0.532, 8.289], [-0.033, 0.515, 7.684], [0.907, -1.083, 9.137], [0.736, -2.246, 9.771], [-0.529, -3.023, 9.639], [-0.643, -4.091, 10.218], [1.710, -2.769, 10.563], [-2.412, -0.759, 7.408], [-2.519, -3.027, 8.737], [1.821, -0.510, 9.223], [1.344, -3.609, 10.903], [-2.043, 0.081, 7.060]]}

{"formula": "C22H21FN4O2", "method": "ωB97M-V/def2-TZVPD", "molar_mass_g_mol": 392.434, "e_lumo_ev": 0.319, "de_lowest_ev": 3.163, "homo_lumo_gap_ev": 8.293, "homo_ha": -0.29303, "smiles": "COc1ccc(CN(C)Cc2nc(Cc3cccc(F)c3)no2)c2cccnc12", "energy_ev": -35926.5595, "elements": ["C", "H", "H", "H", "O", "C", "C", "C", "C", "C", "C", "C", "C", "N", "C", "H", "H", "H", "C", "N", "C", "C", "N", "C", "N", "O", "C", "C", "C", "C", "C", "C", "C", "H", "H", "H", "F", "H", "H", "H", "H", "H", "C", "H", "H", "H", "H", "H", "H", "H"], "positions_angstrom": [[2.664, 3.127, -0.827], [2.551, 4.211, -0.838], [2.637, 2.756, 0.198], [3.619, 2.848, -1.276], [1.577, 2.641, -1.585], [1.411, 1.319, -1.831], [0.352, 1.013, -2.663], [0.020, -0.302, -2.970], [0.734, -1.360, -2.463], [1.847, -1.090, -1.632], [2.634, -2.115, -1.060], [3.669, -1.798, -0.225], [3.920, -0.443, 0.037], [3.224, 0.531, -0.475], [2.193, 0.254, -1.298], [4.725, -0.145, 0.696], [4.277, -2.562, 0.233], [2.389, -3.144, -1.268], [0.320, -2.771, -2.769], [-0.036, -3.515, -1.564], [-1.094, -2.858, -0.815], [-0.576, -1.705, -0.030], [-0.990, -0.475, -0.065], [-0.211, 0.141, 0.871], [0.617, -0.678, 1.454], [0.384, -1.892, 0.880], [-0.323, 1.583, 1.205], [-1.700, 1.860, 1.749], [-1.890, 2.096, 3.103], [-3.171, 2.326, 3.570], [-4.272, 2.322, 2.735], [-4.071, 2.077, 1.387], [-2.798, 1.849, 0.897], [-2.644, 1.645, -0.151], [-4.917, 2.065, 0.716], [-5.255, 2.506, 3.139], [-3.349, 2.561, 4.888], [-1.060, 2.102, 3.792], [-0.169, 2.161, 0.292], [0.448, 1.826, 1.934], [-1.910, -2.486, -1.455], [-1.504, -3.578, -0.101], [-0.373, -4.887, -1.880], [0.466, -5.346, -2.400], [-0.546, -5.436, -0.956], [-1.266, -4.972, -2.518], [1.145, -3.307, -3.250], [-0.526, -2.747, -3.479], [-0.831, -0.485, -3.610], [-0.232, 1.829, -3.059]]}